Computed, not measured: a molecular structure, C32H37BiFN10O4SbSe4 in a non-equilibrium geometry, with ωB97M-V/def2-TZVPD.

Spin multiplicity: 1
Gap between HOMO and LUMO (Eh): 0.1642
Net charge: -2
Energy above the lowest of the compared OMol25 structures with the same formula, charge and spin (eV): 0.000

Structure (XYZ):
```
90
Properties=species:S:1:pos:R:3:forces:R:3:lowdin_charge:R:1
Bi -0.4859 0.6823 -0.2905 0.6 1.0 -1.3 1.376
Se 0.5365 6.1113 -0.1398 0.0 -0.2 0.1 -0.125
Sb -1.1630 4.3249 -0.5178 -0.6 1.0 -0.6 -0.334
Se -1.4889 2.9795 1.5381 0.5 -0.9 -0.2 -0.087
Se -0.3599 2.9588 -2.4463 0.1 -1.1 1.1 -0.073
Se -3.3352 5.1880 -1.2083 0.1 0.1 0.2 -0.347
C -2.5776 -2.9892 0.2007 0.6 -1.0 -0.5 -0.023
C -2.0721 -2.4288 1.4691 0.7 1.6 1.1 -0.345
N -1.2893 -1.3351 1.5682 -1.1 -2.0 1.0 0.054
C -0.9469 -1.2548 2.9215 0.0 -0.1 -0.5 -0.123
C -1.4876 -2.2735 3.6334 -0.9 -0.2 -0.3 -0.052
N -2.2880 -3.0238 2.7159 0.8 1.1 0.0 -0.022
C -3.2043 -4.0856 3.0996 1.5 -0.2 0.1 -0.105
N -4.4401 -3.6664 3.7158 -1.7 0.4 0.7 -0.046
N -4.8941 -4.4777 4.7462 -1.3 2.3 -0.1 0.047
N -6.0036 -3.9618 5.2156 1.1 -0.9 -0.4 0.046
C -6.3375 -2.8375 4.4896 0.8 0.0 0.1 -0.255
C -7.3501 -1.8856 4.7039 -1.3 -0.1 0.9 -0.035
C -7.4671 -0.8002 3.8699 0.8 -0.5 -0.2 -0.090
C -6.5630 -0.6858 2.7961 0.2 0.2 -0.4 -0.075
C -5.5554 -1.5926 2.5531 1.0 -0.5 0.2 0.008
C -5.3784 -2.6398 3.4931 0.3 -0.6 -0.1 -0.129
H -2.4020 -2.2876 -0.6284 -0.4 -0.1 0.4 0.057
H -3.6394 -3.2906 0.3033 0.6 0.1 -0.4 0.080
H -1.9177 -3.8739 -0.0647 -1.0 0.6 0.3 0.106
H -0.3138 -0.4537 3.2869 0.0 -0.2 -0.2 0.110
H -1.4198 -2.4918 4.7039 -0.2 0.0 -0.7 0.114
H -2.6602 -4.6999 3.8511 -0.7 0.4 -0.3 0.139
H -3.4053 -4.7507 2.2712 0.0 0.1 -0.5 0.124
H -8.0636 -1.9984 5.5404 0.6 -0.1 -0.5 0.114
H -8.1777 0.0112 3.9879 -0.1 -0.4 0.3 0.103
H -6.6752 0.2006 2.1830 0.2 -0.2 -0.3 0.113
H -4.8525 -1.5324 1.7236 -0.2 0.5 0.1 0.106
N -2.3013 -3.9445 -4.9982 -0.4 -0.9 -0.5 0.075
C -1.7371 -2.9602 -4.2255 0.5 0.8 0.9 -0.318
C -2.1023 -1.5874 -4.4062 -0.5 -1.2 -0.6 -0.027
C -1.5229 -0.6467 -3.5998 0.6 0.0 0.3 -0.159
N -0.5824 -0.9494 -2.6984 -0.6 1.3 0.3 -0.013
C -0.2156 -2.1967 -2.5183 0.7 -0.2 -0.2 -0.182
C -0.7589 -3.2440 -3.2313 -1.0 -0.3 -0.8 -0.031
H -3.0955 -3.7110 -5.5885 0.5 -0.1 0.4 0.089
H -2.1190 -4.9452 -4.8517 -0.1 1.2 0.1 0.100
H -2.8595 -1.2778 -5.1555 0.6 -0.4 0.5 0.109
H -1.7579 0.4105 -3.6778 -0.1 0.0 0.0 0.079
H 0.6599 -2.3215 -1.8722 -0.4 -0.2 0.2 0.090
H -0.4506 -4.2590 -2.9790 -0.1 0.1 -0.4 0.099
C 4.2344 4.4231 1.0319 -1.1 -0.6 -0.3 -0.007
N 2.8561 3.9986 0.5988 0.4 0.1 0.5 -0.229
C 2.8945 3.3081 -0.7091 0.0 -0.1 -0.4 -0.067
C 2.0811 3.2881 1.7229 0.5 -0.4 -0.6 -0.131
C 2.3818 1.8129 1.9090 1.1 -0.5 1.1 -0.263
C 3.2511 1.4252 2.9670 -0.2 1.4 -0.3 -0.092
C 3.5062 0.1047 3.2446 0.0 -0.6 0.0 -0.139
C 2.9612 -0.8664 2.4063 0.0 0.0 0.2 -0.115
C 2.0934 -0.4950 1.3873 0.9 -1.1 0.4 -0.217
C 1.7853 0.8101 1.1432 -1.3 2.1 -0.5 -0.273
H 4.6606 4.9350 0.1797 0.3 0.2 0.0 0.085
H 4.8171 3.5330 1.2830 -0.1 0.1 -0.1 0.095
H 4.1385 5.0664 1.9014 0.1 0.1 0.0 0.087
H 2.2374 4.8576 0.3929 0.2 -0.2 0.2 -0.063
H 3.3873 2.3501 -0.6668 0.1 -0.4 0.3 0.085
H 3.4136 3.9334 -1.4411 -0.1 0.2 0.2 0.095
H 1.8881 3.1438 -1.0818 -0.1 0.0 0.1 -0.023
H 1.0332 3.4018 1.4426 0.1 0.2 0.3 -0.028
H 2.3398 3.8611 2.6256 -0.4 -0.1 -0.3 0.121
H 3.7448 2.1840 3.5971 -0.3 -0.2 -0.2 0.095
H 4.0964 -0.1496 4.1208 0.1 -0.1 -0.2 0.082
H 3.1924 -1.9132 2.5334 0.1 -0.2 0.2 0.083
H 1.7182 -1.3060 0.7591 -0.2 0.1 -0.1 0.069
F 4.0417 3.9178 -4.9035 0.0 -0.2 0.3 0.081
C 4.6206 2.9926 -4.1182 -0.2 -0.8 -0.3 -0.201
C 4.1804 1.7216 -4.0518 -1.1 -0.1 0.2 0.052
N 4.7645 0.7391 -3.2779 0.4 0.6 0.0 0.010
C 4.0966 -0.5624 -3.0626 0.9 0.1 -1.2 -0.047
C 2.8175 -0.6170 -2.2050 -0.6 0.3 0.8 -0.648
O 2.6599 -1.7607 -1.6818 -0.1 1.1 -0.6 -0.081
O 2.1032 0.4245 -2.1587 1.1 -1.4 -0.1 -0.110
C 6.0232 0.9532 -2.7423 -0.1 0.5 0.2 -0.449
O 6.6898 0.1418 -2.1286 -0.2 0.2 -0.3 0.064
N 6.4987 2.2675 -2.9530 1.0 -0.5 0.9 0.199
C 5.8191 3.3627 -3.4148 -0.1 1.3 -0.5 -0.446
O 6.2473 4.5060 -3.2999 0.1 -0.6 0.0 0.057
H 3.2549 1.3913 -4.5362 0.3 0.3 0.2 0.156
H 4.9086 -1.1700 -2.6966 -0.2 -0.4 0.5 0.104
H 3.8719 -0.9652 -4.0665 -0.2 0.1 0.3 0.130
H 7.4196 2.5067 -2.5593 -0.8 -0.5 -0.1 0.171
C -2.7772 0.7171 -0.6940 -0.5 0.0 -0.1 -0.450
H -2.9865 1.2608 -1.6181 0.1 0.1 0.1 -0.042
H -3.2437 1.2427 0.1318 -0.2 0.0 0.0 -0.082
H -3.2006 -0.2830 -0.7933 0.0 -0.3 0.0 -0.064
```
Forces are in eV/Å.